C20H13ClN6O2 | ωB97M-V/def2-TZVPD

ORCA input file:
```
! wB97M-V def2-TZVPD RIJCOSX def2/J DEFGRID3
* xyz 0 1
N 2.60 -3.02 1.51
C 2.53 -1.90 1.23
C 2.49 -0.51 0.93
C 2.54 0.45 1.96
C 2.63 1.79 1.64
C 2.64 2.19 0.29
C 2.43 1.24 -0.71
C 2.36 1.76 -2.14
N 1.11 1.29 -2.75
C -0.12 1.86 -2.56
C -0.99 0.86 -2.97
C -2.46 0.93 -2.89
N -3.00 -0.15 -2.01
C -2.45 -0.33 -0.74
C -2.47 0.68 0.22
Cl -3.40 2.16 -0.06
C -1.87 0.45 1.53
O -1.69 1.36 2.33
C -1.48 -0.90 1.92
C -1.18 -1.16 3.25
C -0.83 -2.44 3.64
C -0.82 -3.46 2.70
N -1.06 -3.21 1.41
C -1.43 -1.96 1.01
C -1.88 -1.69 -0.42
O -1.81 -2.54 -1.33
N -0.25 -0.21 -3.43
N 1.00 0.07 -3.32
C 2.35 -0.10 -0.40
H 2.57 0.17 3.00
H 2.77 2.55 2.39
H 2.79 3.24 0.08
H 2.37 2.86 -2.17
H 3.20 1.46 -2.73
H -0.40 2.81 -2.11
H -2.76 1.87 -2.46
H -2.88 0.87 -3.91
H -3.17 -1.04 -2.49
H -1.17 -0.39 4.03
H -0.61 -2.62 4.68
H -0.45 -4.42 3.03
H 2.25 -0.87 -1.16
*
```

Summary:
* maximum force: 3.35 eV/A
* SMILES: N#Cc1cccc(Cn2cc(CNC3=C(Cl)C(=O)c4cccnc4C3=O)nn2)c1
* E_tot: -1709.10113 hartree
* Kohn-Sham gap: 7.6 eV
* HOMO: -9.12 eV
* relative energy (zero: lowest compared OMol25 entry of this formula, charge and spin): 0.0 kJ/mol

Löwdin population analysis, charges in e, atoms 1 to 4:
1 N 0.175
2 C -0.182
3 C -0.214
4 C -0.024